Record 1
The following is a quantum chemistry calculation of C4H8N2O in the gas phase at a distorted geometry, from the Open Molecules 2025 dataset.

Cartesian coordinates (Å):
N1 -1.07256 -1.49842 2.63411
N2 -0.53824 -1.31954 1.41095
C1 0.04455 -0.23846 1.10782
C2 0.74500 -0.10235 -0.20095
C3 -0.01022 0.82899 -1.13793
C4 0.60600 0.95089 -2.49258
O1 1.72088 0.55907 -2.75797
H1 -1.29470 -0.66684 3.18027
H2 -1.78743 -2.20996 2.64157
H3 0.03763 0.63622 1.77260
H4 0.86317 -1.08305 -0.66246
H5 1.74785 0.30698 -0.04594
H6 -0.17009 1.81994 -0.70449
H7 -0.96065 0.35786 -1.58636
H8 0.06879 1.65866 -3.15865

Forces on atoms 1 to 6 (eV/Å):
N -0.3 0.1 0.7
N 0.3 -0.3 -0.5
C -0.1 0.0 0.2
C -0.1 0.1 -0.2
C -1.1 -1.5 -1.6
C 2.3 1.8 0.7

The calculated total energy comes out at -341.8995 hartree. The calculation puts the HOMO energy at -8.78 eV. The total charge is 0. Its HOMO-LUMO gap is 9.788 eV. The energy relative to the best compared isomer or geometry (same formula, charge and spin) comes out at 2.8341 eV. Its lowest unoccupied orbital energy is 1.0045 eV.

=====

Record 2
The following is a quantum chemistry calculation of C5H7NO in the gas phase at a distorted geometry, from the Open Molecules 2025 dataset.

Cartesian coordinates (Å):
C1 2.39937 0.52167 -0.49817
C2 1.46339 -0.20674 0.07014
N1 0.80484 -1.17165 -0.70678
C3 -0.46231 -1.14774 -0.71862
C4 -1.29838 -0.36687 0.23862
C5 -1.10345 0.89498 0.50493
O1 -2.36105 -1.04376 0.63684
H1 2.85142 1.24151 0.20521
H2 2.69864 0.40437 -1.49634
H3 0.93891 -0.07233 1.04380
H4 -1.08754 -1.67281 -1.45389
H5 -1.59582 1.66954 1.09556
H6 -0.26310 1.42334 -0.03990
H7 -2.98493 -0.47350 1.11860

Forces on atoms 1 to 6 (eV/Å):
C 0.4 1.0 2.8
C -1.2 -1.1 0.4
N -0.5 0.0 -1.4
C -0.4 0.2 0.6
C -0.1 0.3 -1.0
C 2.3 3.7 -0.9

The calculated total energy comes out at -324.6162 hartree. The calculation puts the HOMO energy at -8.92 eV. The total charge is 0. Its HOMO-LUMO gap is 9.518 eV. The energy relative to the best compared isomer or geometry (same formula, charge and spin) comes out at 2.9462 eV. Its lowest unoccupied orbital energy is 0.5973 eV.

=====

Record 3
The following is a quantum chemistry calculation of a molecular structure, C26H20BrN4O5W, from the Open Molecules 2025 dataset.

Cartesian coordinates (Å):
W1 0.33137 -0.19219 0.82861
O1 -2.74996 -0.07692 -3.85972
C1 -2.77787 -1.31422 -3.37398
C2 -3.49377 -2.26269 -4.10533
C3 -3.56184 -3.56162 -3.66679
C4 -2.92089 -3.97694 -2.48075
C5 -2.22014 -3.06928 -1.74807
C6 -2.13117 -1.71299 -2.17026
C7 -1.42002 -0.77432 -1.39414
O2 -0.82482 -1.20121 -0.22491
N1 -1.21861 0.48761 -1.64999
N2 -0.58188 1.08914 -0.59309
C8 -0.64411 2.41329 -0.61301
C9 -0.25894 3.26630 0.43543
C10 -0.35217 4.66754 0.29917
C11 -0.07551 5.47664 1.37539
C12 0.27966 4.91166 2.60873
C13 0.36951 3.53711 2.77959
C14 0.10741 2.73502 1.68838
O3 0.19527 1.38670 1.78718
H1 -2.24809 0.52629 -3.29294
H2 -3.98322 -1.94216 -5.01455
H3 -4.11883 -4.28480 -4.24809
H4 -2.98381 -5.00799 -2.16489
H5 -1.71631 -3.37539 -0.84168
H6 -1.09864 2.84225 -1.50154
H7 -0.64441 5.09199 -0.65322
H8 -0.14156 6.55137 1.27763
H9 0.48566 5.55981 3.45085
H10 0.63876 3.10120 3.73208
O4 1.12283 -4.02263 1.53047
C15 0.77612 -2.91574 1.70999
O5 1.27175 -1.82014 1.01411
C16 -0.23407 -2.42446 2.69612
C17 -0.80333 -3.21659 3.65806
C18 -1.72585 -2.63399 4.52770
C19 -2.03293 -1.28728 4.39254
C20 -1.42411 -0.54641 3.39789
N3 -0.53413 -1.10897 2.56002
H11 -0.52183 -4.26002 3.72004
H12 -2.19452 -3.22661 5.30303
H13 -2.73994 -0.80454 5.05293
H14 -1.63579 0.50488 3.26073
C21 3.61873 0.50572 -3.53939
C22 3.51882 0.48379 -2.04415
C23 4.64710 0.58727 -1.22254
C24 4.53138 0.57712 0.15933
C25 3.27584 0.45069 0.70509
Br1 3.01318 0.35123 2.56180
N4 2.17043 0.36782 -0.05787
C26 2.29677 0.37872 -1.41319
H15 4.55017 0.05078 -3.87066
H16 3.60959 1.53604 -3.90045
H17 2.79078 -0.02425 -4.00692
H18 5.63013 0.66803 -1.67160
H19 5.39722 0.64749 0.80299
H20 1.38458 0.29084 -1.99219

Forces on atoms 1 to 6 (eV/Å):
W -0.3 0.0 0.0
O 0.0 0.0 0.0
C 0.0 0.0 0.0
C 0.0 0.0 0.0
C 0.0 0.0 0.0
C 0.0 0.0 0.0

The calculated total energy comes out at -4238.2012 hartree. The calculation puts the HOMO energy at -16.19 eV. The total charge is +3. Its HOMO-LUMO gap is 4.285 eV. The energy relative to the best compared isomer or geometry (same formula, charge and spin) comes out at 0.3519 eV. Its lowest unoccupied orbital energy is -11.9071 eV.

=====

Record 4
The following is a quantum chemistry calculation of a molecular structure, C38H37N6O6STi at a distorted geometry, from the Open Molecules 2025 dataset.

Cartesian coordinates (Å):
Ti1 -0.71198 0.15323 0.16684
C1 4.35732 0.29163 5.15004
C2 3.55552 0.31543 3.89674
C3 4.03322 -0.19537 2.71104
C4 3.33092 -0.14477 1.47234
C5 4.09882 -0.68487 0.41194
N1 4.03172 -0.69077 -0.89366
C6 3.09792 -0.06187 -1.79336
C7 3.74822 1.10883 -2.54346
C8 2.80602 1.65233 -3.61986
N2 1.56292 2.06663 -3.01846
C9 0.97812 3.21603 -3.12836
C10 -0.21958 3.54733 -2.45346
C11 -0.77678 4.81963 -2.69146
C12 -1.96438 5.23783 -2.11636
C13 -2.48698 6.61583 -2.30886
C14 -2.67538 4.30083 -1.36946
C15 -2.17658 3.02033 -1.10406
C16 -2.98388 2.10623 -0.34706
N3 -2.64488 0.94663 0.09474
C17 -3.60208 0.33263 0.99874
C18 -3.06858 0.45853 2.44334
C19 -2.13318 1.66523 2.58664
N4 -0.82498 1.30903 2.03644
C20 0.14032 1.32503 2.88104
C21 1.49152 0.87453 2.72114
C22 2.27152 0.85773 3.87604
C23 1.98722 0.39163 1.46814
O1 1.23992 0.42783 0.41734
C24 -0.87958 2.63713 -1.55076
O2 -0.35398 1.50833 -1.16536
H1 5.37302 -0.04627 4.96454
H2 3.90042 -0.37947 5.87544
H3 4.38502 1.28253 5.60104
H4 5.01622 -0.64307 2.71794
H5 4.97672 -1.21127 0.77954
H6 4.78812 -1.18027 -1.36556
H7 2.24052 0.28333 -1.20956
H8 2.79002 -0.81257 -2.52856
H9 4.66832 0.77813 -3.02816
H10 3.99842 1.90903 -1.84486
H11 2.60272 0.88033 -4.37116
H12 3.27192 2.49913 -4.12856
H13 1.08362 1.40033 -2.40206
H14 1.41812 3.96063 -3.78266
H15 -0.25238 5.49793 -3.34606
H16 -1.68508 7.31593 -2.52376
H17 -3.02918 6.95343 -1.42906
H18 -3.17898 6.63473 -3.14996
H19 -3.63398 4.59053 -0.96146
H20 -3.99798 2.46433 -0.13526
H21 -3.74578 -0.71527 0.72704
H22 -4.57108 0.84153 0.92624
H23 -2.51158 -0.43547 2.74404
H24 -3.91648 0.55923 3.12094
H25 -2.04378 1.92833 3.64704
H26 -2.52568 2.54523 2.06244
H27 -0.06958 1.68283 3.89334
H28 1.86922 1.24733 4.80044
O3 -1.95028 -1.69347 0.15334
C25 -1.18928 -2.06707 1.07814
O4 -0.30968 -1.21257 1.44624
C26 -1.17928 -3.39017 1.70894
C27 -2.16578 -4.36037 1.51534
C28 -2.03808 -5.59387 2.13074
C29 -0.92248 -5.84077 2.92044
C30 0.06432 -4.88457 3.12684
C31 -0.07398 -3.65477 2.52744
N5 -0.75418 -7.14427 3.57764
O5 0.30152 -7.32157 4.12924
O6 -1.67548 -7.90947 3.50494
H29 -3.02218 -4.14297 0.89554
H30 -2.77978 -6.37067 2.00174
H31 0.91952 -5.12557 3.74174
H32 0.65982 -2.87497 2.66644
S1 0.39922 -3.55817 -2.20386
C32 0.59272 -2.19457 -1.19416
N6 -0.11918 -1.13517 -1.47936
C33 -0.89868 -1.36157 -2.59796
C34 -1.75228 -0.45397 -3.23266
C35 -2.40138 -0.84277 -4.38546
C36 -2.24818 -2.13047 -4.90656
C37 -1.42288 -3.04907 -4.29236
C38 -0.74658 -2.65347 -3.14666
H33 1.26532 -2.23407 -0.35216
H34 -1.88928 0.54193 -2.82946
H35 -3.03258 -0.13347 -4.89736
H36 -2.77838 -2.40497 -5.80276
H37 -1.30228 -4.04287 -4.68626

Forces on atoms 1 to 6 (eV/Å):
Ti -0.2 0.4 -0.4
C 0.0 0.0 0.3
C -0.1 0.1 -0.3
C -0.3 0.2 0.0
C -0.8 0.4 0.3
C 0.4 -0.3 -0.4

The calculated total energy comes out at -3497.1091 hartree. The calculation puts the HOMO energy at -16.27 eV. The total charge is +3. Its HOMO-LUMO gap is 7.089 eV. The energy relative to the best compared isomer or geometry (same formula, charge and spin) comes out at 0.8050 eV. Its lowest unoccupied orbital energy is -9.1794 eV.

=====

Record 5
The following is a quantum chemistry calculation of a molecular structure, C30H21F3N4TaTe4 at a distorted geometry, from the Open Molecules 2025 dataset.

Cartesian coordinates (Å):
Ta1 -0.46886 0.13281 -0.01570
Te1 -0.39103 2.87919 0.45589
Te2 -0.95054 5.13670 -0.80337
Te3 -4.89890 2.84518 0.10595
Te4 -2.73316 1.40083 0.32179
C1 2.82793 1.09211 0.27223
N1 1.67052 0.20690 0.11502
C2 1.74846 -0.98257 -0.41057
C3 0.74899 -1.99885 -0.13762
C4 0.80021 -3.32431 -0.61015
C5 -0.12131 -4.02489 0.13620
C6 -0.74253 -3.09677 0.99749
N2 -0.24494 -1.87526 0.86487
C7 3.52418 1.47778 -1.00615
C8 4.47068 0.63696 -1.58407
C9 5.08285 0.98007 -2.78113
C10 4.76439 2.17990 -3.39989
C11 3.83493 3.03214 -2.81965
C12 3.21513 2.68075 -1.63155
H1 3.52074 0.58905 0.95066
H2 2.46386 1.97903 0.78799
H3 2.56220 -1.29843 -1.06395
H4 1.45634 -3.69232 -1.38294
H5 -0.36330 -5.07322 0.06713
H6 -1.55272 -3.27718 1.68882
H7 4.75212 -0.28324 -1.08250
H8 5.81434 0.31603 -3.22402
H9 5.24190 2.45212 -4.33249
H10 3.58419 3.97137 -3.29488
H11 2.47793 3.34404 -1.19304
C13 -2.14676 -1.26433 -1.05623
C14 -2.79535 -1.12848 -2.39341
C15 -2.29120 -1.82668 -3.49344
C16 -2.84086 -1.69126 -4.75290
C17 -3.93217 -0.84763 -4.94714
C18 -4.47473 -0.16598 -3.85884
C19 -3.91543 -0.31695 -2.60537
C20 -4.49715 -0.69493 -6.25883
N3 -4.94328 -0.58649 -7.31401
H12 -1.47093 -2.11400 -1.18509
H13 -2.85061 -1.56505 -0.27766
H14 -1.44618 -2.48832 -3.35111
H15 -2.43099 -2.23764 -5.59235
H16 -5.32664 0.48575 -4.00088
H17 -4.36366 0.21801 -1.77764
N4 0.00421 0.15726 10.23362
C21 -0.03740 0.23488 9.08683
C22 -0.08808 0.32103 7.65358
C23 1.09397 0.38489 6.91704
C24 1.04451 0.43510 5.53824
C25 -0.18160 0.42259 4.86246
C26 -1.36064 0.38393 5.61665
C27 -1.31733 0.33005 6.99560
C28 -0.23281 0.42932 3.43699
C29 -0.30692 0.41140 2.22435
H18 2.04497 0.39671 7.43245
H19 1.95811 0.48926 4.96210
H20 -2.31064 0.40391 5.10010
H21 -2.23252 0.29805 7.57134
F1 0.83533 1.48502 -2.63171
C30 -0.22305 0.70098 -2.28335
F2 0.16584 -0.57585 -2.77586
F3 -1.22456 1.10956 -3.06590

Forces on atoms 1 to 6 (eV/Å):
Ta -2.1 -1.3 -0.4
Te 0.2 1.4 1.0
Te 0.1 -0.3 -0.4
Te -0.1 0.1 -0.3
Te -0.5 0.5 0.7
C -0.1 0.2 -0.1

The calculated total energy comes out at -2803.4848 hartree. The calculation puts the HOMO energy at -4.43 eV. The total charge is -1. Its HOMO-LUMO gap is 5.157 eV. The energy relative to the best compared isomer or geometry (same formula, charge and spin) comes out at 1.3815 eV. Its lowest unoccupied orbital energy is 0.7254 eV.

=====

Record 6
The following is a quantum chemistry calculation of C4H6F2O2 in the gas phase at a distorted geometry, from the Open Molecules 2025 dataset.

Cartesian coordinates (Å):
C1 0.22046 -1.66909 0.78211
C2 -0.25349 -0.50867 -0.05062
F1 -1.22742 -0.90112 -0.93208
O1 -0.84000 0.58038 0.80069
C3 -0.74795 1.74048 0.04002
O2 0.27632 1.57029 -0.93285
C4 0.78360 0.30595 -0.84503
F2 1.98188 0.31057 -0.16167
H1 -0.49825 -1.87419 1.57271
H2 1.18430 -1.43507 1.22194
H3 0.30782 -2.54215 0.13923
H4 -0.49938 2.57618 0.70397
H5 -1.68615 1.95012 -0.49960
H6 0.99827 -0.10369 -1.83882

Forces on atoms 1 to 6 (eV/Å):
C -0.2 0.3 -0.1
C -0.7 1.9 1.3
F -0.1 -0.1 -0.1
O 1.2 -2.2 -1.1
C -0.5 0.7 0.0
O 0.0 0.0 -0.1

The calculated total energy comes out at -506.2237 hartree. The calculation puts the HOMO energy at -10.72 eV. The total charge is 0. Its HOMO-LUMO gap is 11.705 eV. The energy relative to the best compared isomer or geometry (same formula, charge and spin) comes out at 0.0976 eV. Its lowest unoccupied orbital energy is 0.9875 eV.

=====

- Which value of total charge does entry 5 give?
  -1

=====

- Among the records above, which one has the lowest energy relative to the best compared isomer or geometry (same formula, charge and spin)?
  C4H6F2O2